(1)
The following is a DFT calculation (ωB97M-V/def2-TZVPD) of the ion C5H11N2 with charge +1 at a distorted geometry.

Summary:
Charge: +1
Electronic energy, eV: -8333.3412
Kohn-Sham gap, eV: 9.691

Element x y z (Å)
C (-1.0509, -0.8773, 0.0920)
C (-1.9660, 1.5318, -0.0064)
C (0.3091, -1.4397, 0.3322)
C (-1.5293, 0.4741, 0.6788)
C (1.9447, 0.3006, 0.5700)
N (2.1770, 1.3642, -0.1000)
N (1.5181, -0.7648, -0.2772)
H (-1.1229, -0.9224, -1.0776)
H (-1.8054, -1.5607, 0.6471)
H (-2.0212, 1.4847, -1.0669)
H (-2.3889, 2.4202, 0.5316)
H (0.6167, -1.2717, 1.3657)
H (0.4587, -2.5128, 0.0482)
H (-1.4848, 0.3571, 1.7808)
H (2.2039, 2.3389, 0.2512)
H (2.1301, 1.2890, -1.1248)
H (2.1537, -1.5467, -0.4309)
H (1.3661, -0.4043, -1.2405)

(2)
The following is a DFT calculation (ωB97M-V/def2-TZVPD) of a cluster of 2 separate species, C5H11N2 in total at a distorted geometry.

Summary:
Charge: +1
Electronic energy, eV: -8333.1535
Kohn-Sham gap, eV: 10.222

Element x y z (Å)
C (2.7917, 0.7548, -0.1445)
C (-1.7923, 1.1417, -0.3541)
C (1.9530, 0.8315, -0.9786)
C (-1.3365, -0.3017, -0.7109)
C (-0.4135, -0.8262, 0.1171)
N (0.3273, -1.9813, -0.0365)
N (0.1229, -0.0375, 1.3032)
H (3.7485, 0.5264, 0.2917)
H (-2.3645, 1.3623, -1.1560)
H (-2.4089, 0.9970, 0.5385)
H (-0.9333, 1.8749, -0.3507)
H (1.0875, 1.1536, -1.6063)
H (-1.8577, -0.8254, -1.4112)
H (0.2365, -2.2445, -0.9851)
H (0.0489, -2.7744, 0.6895)
H (-0.5148, -0.0560, 2.1255)
H (0.2944, 1.0120, 1.1727)
H (1.0110, -0.6071, 1.4958)

(3)
The following is a DFT calculation (ωB97M-V/def2-TZVPD) of a cluster of 2 separate species, C5H11N2 in total at a distorted geometry.

Summary:
Charge: +1
Electronic energy, eV: -8334.4339
Kohn-Sham gap, eV: 10.636

Element x y z (Å)
C (-3.0204, -3.2070, 0.2520)
C (-1.3432, -1.3363, 0.2571)
C (1.1701, 0.0317, -1.5877)
C (1.3040, 2.6517, 1.0916)
C (1.5396, 1.0995, -0.7156)
N (-2.1313, -2.1714, 0.4686)
N (0.8768, 1.5388, 0.2933)
H (-3.6307, -3.1463, -0.6093)
H (-2.6140, -4.1606, 0.2259)
H (0.0071, 1.1001, 0.4325)
H (0.1359, 0.0159, -1.5978)
H (1.6636, 0.0625, -2.4513)
H (1.5835, -0.8828, -1.1846)
H (2.1766, 3.2242, 0.7962)
H (0.6804, 3.4981, 1.2120)
H (1.2345, 2.3773, 2.1744)
H (-3.7205, -3.2095, 1.1586)
H (2.3486, 1.6874, -0.8600)

(4)
The following is a DFT calculation (ωB97M-V/def2-TZVPD) of a cluster of 2 separate species, C5H11N2 in total at a distorted geometry.

Summary:
Charge: +1
Multiplicity: 3
Electronic energy, eV: -8330.2155
Kohn-Sham gap (spin up / spin down), eV: 8.472 / 4.849

Element x y z (Å)
C (1.0269, 2.2359, 1.2830)
C (1.1951, 1.3787, 0.4325)
C (2.0672, -1.8941, -0.8685)
C (-1.9911, 1.2029, 0.9716)
C (1.1743, 0.3129, -0.4439)
N (1.8478, -0.7667, -0.0380)
N (-1.5839, 0.1715, 0.0162)
H (1.1915, 3.0760, 1.8997)
H (2.8582, -2.5271, -0.3552)
H (1.1397, -2.5100, -0.9468)
H (2.5351, -1.6060, -1.9152)
H (-2.7558, 1.8775, 0.6523)
H (-2.3314, 0.6688, 1.9452)
H (-1.0020, 1.7913, 1.2388)
H (0.9974, 0.6208, -1.5695)
H (1.9648, -0.8885, 0.9551)
H (-1.0497, -0.5373, 0.4657)
H (-2.4604, -0.2476, -0.2699)

(5)
The following is a DFT calculation (ωB97M-V/def2-TZVPD) of the ion C5H11N2 with charge +2 at a distorted geometry.

Summary:
Charge: +2
Multiplicity: 2
Electronic energy, eV: -8322.6586
Kohn-Sham gap (spin up / spin down), eV: 9.625 / 9.207

Element x y z (Å)
C (0.6760, -1.4629, -0.9704)
C (0.3983, -1.1962, 0.5167)
C (-0.0545, 0.1969, 0.9350)
C (0.7399, 1.1146, 1.6095)
C (-1.9901, 1.4901, 0.7086)
N (-1.1419, 0.6308, 0.3076)
N (0.4103, -0.2723, -1.9291)
H (0.0789, -2.2138, -1.4815)
H (1.6985, -1.7475, -1.2019)
H (-0.4763, -1.7467, 0.8634)
H (1.2193, -1.5530, 1.1456)
H (1.8198, 0.9811, 1.7258)
H (0.3593, 1.9736, 2.1629)
H (-2.4425, 1.4211, 1.6984)
H (-2.3044, 2.3376, 0.1041)
H (0.5415, -0.5590, -2.8913)
H (0.9829, 0.4665, -1.5512)
H (-0.5149, 0.1392, -1.7522)

(6)
The following is a DFT calculation (ωB97M-V/def2-TZVPD) of the ion C5H11N2O with charge -1 at a distorted geometry.

Summary:
Charge: -1
SMILES: [H]/N=C/[N-]CCCCO
Electronic energy, eV: -10390.3243
Kohn-Sham gap, eV: 6.751

Element x y z (Å)
H (-0.1013, -1.0990, -2.9328)
N (0.0350, -0.9587, -1.9415)
C (1.1277, -1.4632, -1.4285)
N (1.7363, -1.3017, -0.2870)
C (1.3833, -0.4660, 0.8444)
C (0.8590, 0.9708, 0.5953)
C (-0.5104, 1.3234, 1.3146)
C (-1.8396, 0.6160, 0.9974)
O (-2.2532, 0.8282, -0.3416)
H (1.7310, -2.2125, -1.9964)
H (0.5929, -0.9197, 1.4564)
H (2.3005, -0.3688, 1.4389)
H (0.8197, 1.3473, -0.4248)
H (1.5524, 1.7028, 1.0565)
H (-0.3150, 1.4352, 2.3689)
H (-0.7478, 2.2515, 0.7951)
H (-2.6483, 1.1540, 1.5056)
H (-1.8974, -0.4274, 1.3095)
H (-1.5761, 0.3460, -0.9237)

(7)
The following is a DFT calculation (ωB97M-V/def2-TZVPD) of the ion C5H11N2O with charge -1 at a distorted geometry.

Summary:
Charge: -1
SMILES: N/C=C(\N)CCC[O-]
Electronic energy, eV: -10389.1848
Kohn-Sham gap, eV: 5.520

Element x y z (Å)
N (-3.4079, 0.1408, -0.8022)
C (-2.1544, 0.2870, -0.1693)
C (-1.0246, -0.3505, -0.5032)
N (-1.0461, -1.6156, -1.1711)
C (0.3434, 0.3166, -0.4628)
C (1.2043, 0.0190, 0.7516)
C (2.7010, 0.7806, 0.7242)
O (3.3928, 0.4861, 1.8023)
H (-4.2197, 0.3434, -0.2275)
H (-3.4848, -0.7728, -1.2332)
H (-1.9436, 1.1301, 0.4841)
H (-1.2053, -1.6563, -2.1712)
H (-0.2299, -2.1950, -1.0107)
H (0.9102, 0.0194, -1.3479)
H (0.1002, 1.3708, -0.3289)
H (0.9118, 0.3996, 1.7280)
H (1.4867, -1.0407, 0.8247)
H (3.0440, 0.4251, -0.2801)
H (2.4920, 1.8933, 0.7051)